{"formula": "C3HBrNO3", "method": "ωB97M-V/def2-TZVPD", "total_energy_ev": -80801.416, "relative_energy_kcal_mol": 33.20, "charge": -1, "orbital_gap_ev": 6.61, "elements": ["C", "C", "Br", "O", "H", "O", "N", "O", "C"], "positions_angstrom": [[-0.394, 0.368, -0.663], [-1.594, 1.166, -0.530], [1.119, 1.316, 0.493], [2.595, -1.345, -0.833], [-2.049, -0.395, 0.842], [1.984, -1.752, 1.305], [-1.641, 0.023, 0.053], [-2.280, 2.085, -0.907], [2.261, -1.468, 0.240]], "lowdin_charge": [-0.4224, -0.7425, 0.3085, 0.1742, 0.0948, 0.1566, 0.0474, -0.0016, -0.6149]}